Entry 1:
{
  "formula": "CHBrCl3Zr",
  "method": "ωB97M-V/def2-TZVPD",
  "relative_energy_ev": 0.091,
  "largest_force_ev_per_a": 3.7,
  "charge": 3,
  "orbital_gap_ev": 2.2,
  "molar_mass_g_mol": 290.51,
  "elements": ["Zr", "Br", "Cl", "Cl", "Cl", "C", "H"],
  "coordinates": [[-3.2112, 2.3282, 2.5961], [-2.2959, 0.1930, 1.2604], [2.5238, -0.1165, 0.2124], [0.8448, 0.4968, -2.1991], [0.8812, -2.1131, -1.1130], [1.0362, -0.4220, -0.7391], [0.2211, -0.3665, -0.0176]]
}


Entry 2:
{
  "formula": "C2H10N2O2",
  "method": "ωB97M-V/def2-TZVPD",
  "relative_energy_ev": 4.341,
  "largest_force_ev_per_a": 1.4,
  "smiles": "CNNC.OO",
  "orbital_gap_ev": 9.8,
  "molar_mass_g_mol": 94.11,
  "elements": ["O", "O", "N", "N", "C", "C", "H", "H", "H", "H", "H", "H", "H", "H", "H", "H"],
  "coordinates": [[-1.3547, -0.6191, 1.5214], [-0.8033, -1.8576, 1.9728], [0.0585, -0.3326, -0.7597], [1.2539, 0.5097, -0.5306], [-0.8242, 0.1535, -1.8048], [1.3495, 0.8909, 0.8617], [2.1382, 1.6337, 0.9668], [-1.2723, 1.0938, -1.4789], [0.4195, -1.2538, -1.0075], [1.1783, 1.3385, -1.1202], [-0.3098, 0.3154, -2.7592], [0.3779, 1.2559, 1.2807], [-0.8338, -0.4993, 0.6260], [-1.3508, -2.0579, 2.7345], [-1.6219, -0.5733, -1.9490], [1.5948, 0.0022, 1.4460]]
}


Entry 3:
{
  "formula": "C5H4ClF",
  "method": "ωB97M-V/def2-TZVPD",
  "relative_energy_ev": 0.077,
  "largest_force_ev_per_a": 1.6,
  "smiles": "FC1=C(Cl)CC=C1",
  "orbital_gap_ev": 9.5,
  "molar_mass_g_mol": 118.54,
  "elements": ["Cl", "F", "C", "C", "C", "C", "C", "H", "H", "H", "H"],
  "coordinates": [[2.8204, 0.1808, -0.0252], [0.6069, 2.4963, 0.0217], [0.2904, -1.0731, 0.0360], [-1.1244, -0.5601, -0.0353], [1.1270, 0.1667, 0.0851], [-1.1059, 0.7767, -0.0247], [0.2688, 1.2012, 0.0070], [-1.9428, -1.2072, 0.0076], [0.5343, -1.6721, -0.8731], [-1.9284, 1.4328, -0.1024], [0.4538, -1.7420, 0.9034]]
}


The records above give, respectively, E_HOMO values of -20.550 -8.857 -8.599 eV.